Below is C6H13LiO3 as an isolated structure at a distorted geometry, with properties calculated with the ωB97M-V functional and the def2-TZVPD basis.

- LUMO energy: 0.093 eV
- Orbital gap: 7.36 eV

Last column: Löwdin charge in e.
Geometry (Å):
1 O -0.745 1.582 1.550  -0.515
2 C 2.218 1.176 0.534  0.050
3 C 2.038 0.857 -0.760  -0.259
4 O 1.879 -0.424 -1.163  -0.105
5 C 0.809 -0.703 -2.052  -0.165
6 C -0.320 -1.423 -1.351  -0.188
7 O -1.315 -0.497 -0.961  -0.278
8 C -2.401 -1.096 -0.275  -0.086
9 H 2.292 0.399 1.299  0.076
10 H 2.455 2.208 0.791  0.071
11 H 2.104 1.601 -1.563  0.121
12 H 1.202 -1.351 -2.846  0.132
13 H 0.446 0.229 -2.511  0.132
14 H 0.059 -1.955 -0.461  0.148
15 H -0.747 -2.168 -2.042  0.133
16 H -3.137 -0.307 -0.081  0.097
17 H -2.851 -1.889 -0.891  0.098
18 H -2.067 -1.522 0.684  0.106
19 Li -1.015 1.273 -0.135  0.667
20 C -0.334 1.110 2.768  -0.390
21 H -1.154 0.990 3.515  0.055
22 H 0.182 0.124 2.698  0.045
23 H 0.403 1.790 3.253  0.055

=====

Below is C6H13N as an isolated structure at a distorted geometry, with properties calculated with the ωB97M-V functional and the def2-TZVPD basis.

- LUMO energy (alpha / beta): 4.213 / 4.178 eV
- Total charge: -1
- Orbital gap (alpha / beta): 5.30 / 5.58 eV
- 2S+1: 2

Last column: Löwdin charge in e.
Geometry (Å):
1 C 2.956 -0.729 -0.207  -0.157
2 C 1.948 0.407 -0.040  -0.307
3 C 0.784 -0.205 0.692  -0.156
4 C -0.541 0.200 0.508  -0.399
5 C -0.954 0.717 -0.759  -0.355
6 N -2.318 0.573 -1.250  -0.135
7 C -1.699 -0.216 1.397  -0.120
8 H 3.173 -1.109 0.799  0.052
9 H 3.918 -0.424 -0.662  0.052
10 H 2.596 -1.557 -0.819  0.061
11 H 2.396 1.290 0.432  0.091
12 H 1.402 0.736 -0.939  0.056
13 H -1.826 -2.077 -1.884  0.011
14 H 1.015 -0.906 1.495  0.073
15 H -1.144 -1.934 -2.110  0.013
16 H -2.268 0.634 -2.264  -0.014
17 H -1.906 1.413 -0.399  0.076
18 H -2.593 0.394 1.269  0.043
19 H -1.902 -1.292 1.371  0.062
20 H -1.407 0.020 2.435  0.053

=====

Below is one molecule with the formula C6H13N at a distorted geometry, with properties calculated with the ωB97M-V functional and the def2-TZVPD basis.

- LUMO energy: 1.191 eV
- Structure (SMILES): CC/C=C/NCC
- Orbital gap: 9.38 eV

Last column: Löwdin charge in e.
Geometry (Å):
1 C -1.968 1.626 1.191  -0.116
2 C -1.453 0.367 1.911  -0.267
3 C -0.654 -0.650 1.178  -0.097
4 C -0.616 -0.669 -0.162  -0.157
5 N 0.385 -1.422 -0.859  -0.083
6 C 1.168 -0.640 -1.813  -0.286
7 C 2.540 -0.238 -1.277  -0.103
8 H -1.231 1.990 0.470  0.062
9 H -1.876 2.382 1.975  0.067
10 H -2.940 1.656 0.715  0.071
11 H -0.821 0.689 2.754  0.107
12 H -2.364 -0.042 2.370  0.106
13 H -0.174 -1.513 1.613  0.103
14 H -0.847 0.258 -0.689  0.088
15 H 0.106 -2.293 -1.286  0.104
16 H 0.588 0.259 -2.073  0.099
17 H 1.352 -1.207 -2.730  0.106
18 H 2.570 -0.292 -0.183  0.067
19 H 3.293 -0.993 -1.528  0.063
20 H 2.941 0.731 -1.577  0.064

=====

Below is one molecule with the formula C6H13N at a distorted geometry, with properties calculated with the ωB97M-V functional and the def2-TZVPD basis.

- LUMO energy: 1.073 eV
- Structure (SMILES): CCC/C(C)=C/N
- Orbital gap: 9.28 eV

Last column: Löwdin charge in e.
Geometry (Å):
1 C -0.160 -2.830 -1.127  -0.111
2 C -0.565 -1.558 -0.385  -0.267
3 C 0.266 -0.320 -0.723  -0.203
4 C 0.112 0.798 0.272  -0.313
5 C -0.466 1.948 -0.098  -0.184
6 N -0.237 3.173 0.564  0.022
7 C 0.905 0.711 1.541  -0.067
8 H 0.873 -3.056 -0.861  0.070
9 H -0.247 -2.699 -2.204  0.071
10 H -0.797 -3.660 -0.831  0.065
11 H -1.604 -1.333 -0.635  0.106
12 H -0.606 -1.672 0.700  0.104
13 H -0.021 0.098 -1.691  0.107
14 H 1.324 -0.562 -0.862  0.121
15 H -1.263 1.857 -0.844  0.110
16 H -0.702 3.239 1.457  0.075
17 H -0.182 4.059 0.099  0.066
18 H 1.794 1.337 1.601  0.081
19 H 0.269 0.779 2.422  0.077
20 H 1.307 -0.307 1.605  0.070

=====

Below is one molecule with the formula C6H13N at a distorted geometry, with properties calculated with the ωB97M-V functional and the def2-TZVPD basis.

- LUMO energy: 1.112 eV
- Structure (SMILES): C=CCC[C@H](C)N
- Orbital gap: 10.22 eV

Last column: Löwdin charge in e.
Geometry (Å):
1 C -1.655 -0.394 2.022  -0.071
2 C -0.760 -0.716 0.804  -0.467
3 C 0.450 0.269 0.812  -0.173
4 C 1.225 0.313 -0.519  -0.210
5 C 0.833 1.911 -2.436  -0.013
6 C 0.371 1.007 -1.564  -0.199
7 N -0.376 -2.081 0.528  0.038
8 H -1.451 -1.104 2.835  0.076
9 H -1.546 0.584 2.497  0.062
10 H -2.701 -0.296 1.727  0.067
11 H -1.434 -0.487 -0.046  0.117
12 H 0.308 1.258 1.245  0.110
13 H 1.110 -0.286 1.503  0.112
14 H 1.323 -0.707 -0.927  0.104
15 H 2.223 0.735 -0.458  0.107
16 H 0.217 2.618 -2.976  0.048
17 H 1.919 1.954 -2.556  0.055
18 H -0.588 0.583 -1.888  0.102
19 H -0.605 -2.410 -0.389  0.066
20 H 0.623 -2.180 0.687  0.068

=====

Below is one molecule with the formula C6H13N at a distorted geometry, with properties calculated with the ωB97M-V functional and the def2-TZVPD basis.

- LUMO energy: 1.081 eV
- Structure (SMILES): C[C@H]1N(C)C1(C)C
- Orbital gap: 9.78 eV

Last column: Löwdin charge in e.
Geometry (Å):
1 C -1.522 1.861 0.408  -0.057
2 C -0.709 0.586 0.723  -0.247
3 N -0.805 -0.379 -0.354  -0.112
4 C -1.036 -1.780 -0.139  -0.095
5 C 0.530 0.045 -0.017  -0.411
6 C 1.619 -1.093 0.472  -0.040
7 C 1.203 0.939 -1.054  -0.047
8 H -2.585 1.693 0.656  0.075
9 H -1.215 2.762 0.951  0.067
10 H -1.506 2.082 -0.664  0.064
11 H -0.800 0.285 1.772  0.135
12 H -0.840 -2.285 -1.092  0.088
13 H -0.302 -2.147 0.591  0.056
14 H -2.077 -1.962 0.142  0.086
15 H 2.490 -0.525 0.782  0.058
16 H 1.565 -1.900 1.248  0.072
17 H 1.913 -1.674 -0.423  0.077
18 H 0.468 1.461 -1.676  0.074
19 H 1.822 0.330 -1.722  0.074
20 H 1.842 1.697 -0.586  0.081

=====

Below is one molecule with the formula C6H13N at a distorted geometry, with properties calculated with the ωB97M-V functional and the def2-TZVPD basis.

- LUMO energy: 1.097 eV
- Structure (SMILES): C=CCC[C@H](C)N
- Orbital gap: 10.57 eV

Last column: Löwdin charge in e.
Geometry (Å):
1 C -1.101 2.161 0.797  -0.080
2 C -0.631 0.717 0.584  -0.476
3 C 0.478 0.675 -0.488  -0.153
4 C 1.189 -0.729 -0.712  -0.212
5 C -0.200 -2.712 -1.482  0.008
6 C 0.290 -1.870 -0.586  -0.225
7 N -0.114 0.237 1.874  0.038
8 H -1.393 2.328 1.831  0.075
9 H -0.215 2.811 0.658  0.074
10 H -1.742 2.581 0.025  0.077
11 H -1.539 0.205 0.253  0.127
12 H 0.275 1.099 -1.468  0.110
13 H 1.253 1.252 0.025  0.099
14 H 2.111 -0.703 -0.122  0.105
15 H 1.559 -0.678 -1.748  0.108
16 H -1.141 -3.214 -1.319  0.054
17 H 0.303 -2.771 -2.448  0.058
18 H -0.342 -1.845 0.308  0.089
19 H 0.516 -0.549 1.794  0.054
20 H 0.446 1.006 2.226  0.069

=====

Below is a 2-piece molecular cluster, C6H13N overall at a distorted geometry, with properties calculated with the ωB97M-V functional and the def2-TZVPD basis.

- LUMO energy: -3.200 eV
- Orbital gap: 3.62 eV

Last column: Löwdin charge in e.
Geometry (Å):
1 C -1.359 1.314 -0.064  -0.190
2 C -0.249 0.472 0.400  -0.345
3 C 1.124 1.159 0.365  0.101
4 C -1.875 -2.173 -0.132  -0.259
5 N -2.502 -1.002 0.308  -0.018
6 C 1.979 0.505 -0.447  -0.203
7 C 3.473 0.461 -0.294  -0.117
8 H -0.896 2.232 -0.265  0.040
9 H -1.856 0.894 -0.992  0.093
10 H -2.181 1.475 0.624  0.064
11 H -0.683 0.030 1.390  0.141
12 H -0.267 -0.446 -0.159  0.037
13 H -0.889 -2.107 0.372  0.080
14 H -3.296 -1.236 0.934  0.053
15 H -1.654 -2.217 -1.230  0.086
16 H -2.463 -3.126 0.117  0.092
17 H 1.720 -0.250 -1.224  0.119
18 H 3.882 1.483 -0.275  0.080
19 H 3.851 -0.134 -1.107  0.055
20 H 3.704 -0.018 0.689  0.090

=====

Below is C6H13N as an isolated structure at a distorted geometry, with properties calculated with the ωB97M-V functional and the def2-TZVPD basis.

- LUMO energy: 1.009 eV
- Orbital gap: 8.88 eV

Last column: Löwdin charge in e.
Geometry (Å):
1 C -0.025 0.439 -0.667  -0.385
2 C 2.369 0.181 -0.574  0.044
3 C 0.626 -1.238 0.960  -0.130
4 C -0.215 1.617 0.254  -0.078
5 N 0.635 -0.703 -0.388  -0.137
6 C -1.729 -0.599 -0.768  -0.065
7 C -2.707 -0.554 0.113  -0.080
8 H 0.054 0.722 -1.717  0.116
9 H -1.780 -1.141 -1.707  0.059
10 H -0.239 -1.894 1.052  0.077
11 H 0.620 -0.500 1.768  0.073
12 H 2.424 0.845 -1.432  0.044
13 H 2.620 0.677 0.363  0.044
14 H 2.940 -0.727 -0.733  0.035
15 H 1.518 -1.855 1.074  0.078
16 H 0.597 2.329 0.106  0.072
17 H -1.152 2.111 -0.006  0.080
18 H -0.266 1.338 1.303  0.064
19 H -2.610 -0.044 1.066  0.045
20 H -3.681 -1.005 -0.066  0.043

=====

Below is one molecule with the formula C6H13N at a distorted geometry, with properties calculated with the ωB97M-V functional and the def2-TZVPD basis.

- LUMO energy: 1.152 eV
- Structure (SMILES): C=CCC[C@@H](C)N
- Orbital gap: 10.39 eV

Last column: Löwdin charge in e.
Geometry (Å):
1 C 2.166 -0.635 -0.464  -0.075
2 C 1.064 -0.163 0.490  -0.469
3 C 0.204 0.944 -0.091  -0.186
4 C -1.306 0.710 0.120  -0.201
5 C -3.106 -0.670 -0.965  -0.012
6 C -1.850 -0.512 -0.584  -0.188
7 N 1.580 0.313 1.801  0.023
8 H 1.683 -0.998 -1.369  0.072
9 H 2.859 -1.336 -0.013  0.068
10 H 2.792 0.219 -0.771  0.081
11 H 0.533 -1.070 0.788  0.124
12 H 0.432 1.062 -1.152  0.111
13 H 0.382 1.935 0.327  0.109
14 H -1.451 0.538 1.184  0.118
15 H -1.829 1.592 -0.225  0.107
16 H -3.450 -1.596 -1.402  0.046
17 H -3.891 0.048 -0.742  0.058
18 H -1.114 -1.287 -0.775  0.093
19 H 2.013 1.221 1.673  0.061
20 H 2.287 -0.313 2.170  0.061

=====

Below is an isolated ion of composition C6H13N and charge +1 at a distorted geometry, with properties calculated with the ωB97M-V functional and the def2-TZVPD basis.

- LUMO energy (alpha / beta): -2.701 / -7.621 eV
- Total charge: +1
- Orbital gap (alpha / beta): 12.96 / 7.99 eV
- 2S+1: 2

Last column: Löwdin charge in e.
Geometry (Å):
1 C -1.051 1.010 1.472  -0.020
2 N -0.607 0.109 0.456  0.029
3 C -1.330 0.412 -0.903  -0.032
4 C -0.214 0.033 -1.905  -0.129
5 C 0.936 -0.697 -1.063  -0.140
6 C 0.814 -0.006 0.264  -0.328
7 C 1.351 -1.014 1.399  -0.005
8 H -0.732 2.036 1.373  0.131
9 H -0.794 0.626 2.450  0.105
10 H -2.124 1.029 1.597  0.113
11 H -2.266 -0.101 -1.045  0.136
12 H -1.316 1.502 -0.880  0.134
13 H 0.195 1.072 -2.241  0.137
14 H -0.341 -0.411 -2.939  0.136
15 H 1.013 -1.780 -1.190  0.127
16 H 1.941 -0.348 -1.405  0.134
17 H 1.381 0.964 0.232  0.196
18 H 0.738 -1.961 1.457  0.108
19 H 1.107 -0.564 2.408  0.082
20 H 2.413 -1.253 1.411  0.088

=====

Below is an isolated ion of composition C6H13N2S and charge +1 at a distorted geometry, with properties calculated with the ωB97M-V functional and the def2-TZVPD basis.

- LUMO energy: -3.323 eV
- Total charge: +1
- Structure (SMILES): C[NH+](C)[C@@]1(C)N=CCS1
- Orbital gap: 9.40 eV

Last column: Löwdin charge in e.
Geometry (Å):
1 C 1.633 -0.169 -1.527  -0.116
2 C 2.658 0.354 -0.554  -0.478
3 C 0.186 -0.576 0.218  -0.585
4 C -0.109 -1.992 0.671  -0.002
5 C -0.617 1.766 0.419  0.035
6 C -2.282 0.051 -0.047  0.031
7 N 0.522 -0.447 -1.054  0.063
8 N -0.974 0.268 0.570  -0.137
9 S 1.998 0.225 1.109  0.853
10 H 1.703 0.104 -2.542  0.126
11 H 3.549 -0.285 -0.660  0.085
12 H 2.953 1.456 -0.788  0.125
13 H -0.344 -2.037 1.654  0.053
14 H 0.570 -2.754 0.253  0.119
15 H -1.106 -2.297 0.148  0.124
16 H -0.433 1.890 -0.596  0.078
17 H -1.498 2.471 0.739  0.157
18 H 0.223 1.875 1.038  0.015
19 H -2.215 0.320 -1.134  0.146
20 H -2.561 -0.945 0.160  0.088
21 H -2.879 0.733 0.411  0.072
22 H -0.974 -0.010 1.509  0.147

=====

- Which formula does entry 7 have?
  C6H13N

=====

- Number 7 is which compound?
  C6H13N